1.
Entry from the OMol25 dataset: a cluster of 2 separate species, C18H15Cl2N2O5 in total at a distorted geometry (the ωB97M-V functional and the def2-TZVPD basis).

Geometry (Å):
N (2.582, 2.203, 3.079)
C (1.810, 1.403, 2.710)
C (0.843, 0.446, 2.329)
C (1.190, -0.702, 1.645)
C (2.590, -1.001, 1.594)
N (3.730, -1.232, 1.723)
C (0.319, -1.888, 1.766)
O (0.750, -3.017, 1.571)
C (-1.097, -1.586, 2.109)
Cl (-2.158, -2.923, 2.126)
C (-1.519, -0.322, 2.401)
Cl (-3.162, 0.047, 2.631)
C (-0.563, 0.808, 2.522)
O (-0.900, 1.979, 2.686)
C (0.255, 4.275, -0.351)
C (1.308, 3.269, 0.003)
O (0.645, 1.984, -0.092)
C (1.408, 0.902, -0.460)
C (0.455, -0.214, -0.775)
C (1.059, -1.493, -1.157)
O (2.173, -1.821, -0.767)
C (0.246, -2.470, -2.023)
C (-1.071, -2.899, -1.385)
C (-2.128, -1.796, -1.276)
C (-1.811, -0.555, -2.102)
C (-0.747, 0.340, -1.449)
O (2.616, 0.915, -0.489)
H (0.670, 5.280, -0.303)
H (-0.111, 4.094, -1.365)
H (-0.585, 4.195, 0.345)
H (2.162, 3.294, -0.685)
H (1.655, 3.396, 1.032)
H (0.087, -2.029, -3.017)
H (0.868, -3.365, -2.145)
H (-1.487, -3.735, -1.967)
H (-0.858, -3.304, -0.384)
H (-3.101, -2.204, -1.586)
H (-2.245, -1.515, -0.221)
H (-1.504, -0.824, -3.122)
H (-2.720, 0.056, -2.196)
H (-1.249, 0.979, -0.703)
H (-0.405, 1.031, -2.251)

As for the multiplicity: 1. The total charge is -1. The highest occupied orbital energy is -4.45 eV. The value obtained for the HOMO-LUMO gap is 5.311 eV.



2.
Entry from the OMol25 dataset: a structure of composition C42H36N2P2Sc (the ωB97M-V functional and the def2-TZVPD basis).

Geometry (Å):
Sc (-0.121, -0.125, 0.593)
C (-0.915, 1.972, 3.052)
P (-0.670, 0.154, 3.252)
C (-2.190, -0.517, 3.957)
C (-2.930, 0.210, 4.890)
C (-4.072, -0.336, 5.448)
C (-4.475, -1.618, 5.091)
C (-3.741, -2.344, 4.167)
C (-2.604, -1.793, 3.593)
C (0.601, -0.055, 4.528)
C (1.606, 0.895, 4.703)
C (2.587, 0.693, 5.663)
C (2.581, -0.455, 6.441)
C (1.587, -1.407, 6.263)
C (0.600, -1.211, 5.310)
C (0.136, 2.513, 2.127)
C (0.878, 3.658, 2.209)
C (1.767, 3.657, 1.097)
C (1.517, 2.514, 0.390)
C (2.135, 1.993, -0.875)
P (2.301, 0.178, -0.682)
C (3.712, -0.101, 0.413)
C (4.989, -0.357, -0.083)
C (6.041, -0.565, 0.794)
C (5.827, -0.519, 2.165)
C (4.558, -0.262, 2.664)
C (3.502, -0.057, 1.790)
C (2.718, -0.538, -2.287)
C (3.033, 0.244, -3.394)
C (3.334, -0.359, -4.608)
C (3.331, -1.740, -4.720)
C (3.023, -2.526, -3.616)
C (2.713, -1.928, -2.407)
N (0.518, 1.780, 1.010)
H (-1.926, 2.099, 2.649)
H (-0.878, 2.481, 4.016)
H (-2.616, 1.203, 5.190)
H (-4.645, 0.235, 6.166)
H (-5.363, -2.048, 5.533)
H (-4.053, -3.341, 3.883)
H (-2.052, -2.363, 2.852)
H (1.627, 1.793, 4.098)
H (3.357, 1.441, 5.803)
H (3.346, -0.606, 7.192)
H (1.574, -2.300, 6.873)
H (-0.185, -1.948, 5.190)
H (0.803, 4.410, 2.979)
H (2.497, 4.411, 0.849)
H (1.483, 2.165, -1.739)
H (3.093, 2.477, -1.072)
H (5.158, -0.403, -1.152)
H (7.031, -0.766, 0.407)
H (6.651, -0.686, 2.846)
H (4.383, -0.226, 3.732)
H (2.516, 0.158, 2.192)
H (3.051, 1.324, -3.321)
H (3.575, 0.256, -5.465)
H (3.569, -2.207, -5.666)
H (3.023, -3.605, -3.700)
H (2.478, -2.548, -1.548)
C (-2.849, -4.130, 0.731)
C (-1.575, -3.781, 0.336)
C (-1.311, -2.471, -0.068)
C (-2.304, -1.475, -0.021)
C (-3.598, -1.856, 0.378)
C (-3.856, -3.163, 0.725)
N (-1.921, -0.151, -0.259)
C (-2.809, 0.756, -0.879)
C (-2.758, 2.103, -0.521)
C (-3.572, 3.028, -1.157)
C (-4.450, 2.622, -2.149)
C (-4.500, 1.283, -2.512)
C (-3.684, 0.353, -1.889)
H (-3.076, -5.148, 1.014)
H (-0.788, -4.522, 0.287)
H (-0.344, -2.262, -0.548)
H (-4.380, -1.109, 0.415)
H (-4.861, -3.441, 1.017)
H (-2.065, 2.426, 0.247)
H (-3.520, 4.070, -0.870)
H (-5.089, 3.342, -2.641)
H (-5.174, 0.959, -3.294)
H (-3.714, -0.687, -2.190)

As for the multiplicity: 1. The total charge is +1. The highest occupied orbital energy is -10.20 eV. The value obtained for the HOMO-LUMO gap is 7.350 eV.



3.
Entry from the OMol25 dataset: a cluster of 2 separate species, C5H12N2O2 in total (the ωB97M-V functional and the def2-TZVPD basis).

Geometry (Å):
C (-1.506, 1.166, 0.059)
C (-1.715, -0.298, 0.435)
N (-2.237, -1.029, -0.564)
N (-1.257, 1.290, -1.371)
O (-1.446, -0.744, 1.531)
H (-2.386, -2.016, -0.445)
H (-2.363, -0.592, -1.462)
H (-0.363, 0.863, -1.595)
H (-1.200, 2.269, -1.631)
H (-2.431, 1.701, 0.297)
H (-0.706, 1.567, 0.698)
C (1.506, -1.809, 0.374)
C (1.937, 0.421, -0.272)
C (1.978, 0.928, 0.950)
O (1.672, -0.851, -0.651)
H (2.133, 1.026, -1.150)
H (0.646, -1.576, 1.007)
H (2.405, -1.872, 0.995)
H (1.344, -2.760, -0.130)
H (1.782, 0.348, 1.833)
H (2.207, 1.968, 1.093)

As for the multiplicity: 1. The total charge is 0. The highest occupied orbital energy is -9.05 eV. The value obtained for the HOMO-LUMO gap is 9.958 eV.



How do the records compare in ΔE to the lowest compared entry with this formula, charge and spin? In the order shown, they have 31.35, 0.00, 160.94 kJ/mol.
How do the records compare in LUMO energy? In the order shown, they have 0.0316, -0.1047, 0.0335 Eh.